Entry 1:
Below is a molecular structure, C25H64HfN4Na3O21S3 in a non-equilibrium geometry, with properties calculated with ωB97M-V/def2-TZVPD.

```
121
C25H64HfN4Na3O21S3, DFT ωB97M-V/def2-TZVPD
Hf 0.88376 -0.75137 1.94838
Na -2.46663 -1.23409 -1.18411
Na 0.72421 -1.14333 -2.59655
Na 1.86960 2.92811 -2.72322
S 0.16042 -3.16267 0.25685
O 1.31424 -2.88206 1.18592
O -0.59601 -1.92593 0.69993
O 0.48031 -3.02172 -1.17288
O -0.55345 -4.36289 0.56585
S 1.22032 0.46015 4.68682
O 0.25529 0.71980 3.53055
O 2.15977 -0.35624 3.84171
O 1.82741 1.64671 5.22572
O 0.54362 -0.35262 5.69740
S 0.22893 0.87593 -0.41754
O -0.82509 0.38784 -1.31223
O 1.22009 -0.20460 -0.20606
O 0.94545 2.06367 -0.90738
O -0.27450 0.97274 0.96868
C -0.77877 5.16253 0.17955
O 0.26825 4.70778 -0.68339
H -0.36869 5.72626 1.01556
H -1.44192 5.81257 -0.39228
H -1.35695 4.30303 0.52233
H 0.38777 3.76076 -0.52968
C -3.77847 1.43275 -2.23584
O -4.19287 0.44526 -1.28575
C -5.37671 -0.25454 -1.64799
C -5.58257 -1.22704 -0.50954
N -4.53616 -2.25258 -0.53644
C -4.61402 -3.18575 0.63045
C -5.88611 -3.99932 0.65742
O -5.97043 -4.69824 -0.58178
C -7.02732 -5.59791 -0.63322
H -4.65254 2.02214 -2.53255
H -3.21795 1.03296 -3.08315
H -3.14406 2.13939 -1.69788
H -5.22463 -0.81684 -2.58008
H -6.19551 0.45702 -1.76585
H -6.58077 -1.67332 -0.51671
H -5.51071 -0.63021 0.40293
H -4.77256 -2.90297 -1.29203
H -4.58247 -2.63516 1.57413
H -3.73973 -3.82668 0.52154
H -6.76372 -3.35256 0.78282
H -5.85185 -4.69128 1.50643
H -6.70940 -6.61933 -0.39299
H -7.39636 -5.70668 -1.66189
H -7.89327 -5.29050 -0.04382
C 3.02666 7.13939 -6.12901
O 1.91459 6.35481 -5.76622
C 1.69213 6.36301 -4.38996
C 0.41621 5.62421 -4.05784
N 0.52826 4.18734 -4.35590
C -0.80942 3.64876 -4.71458
C -0.84713 2.14725 -4.78593
O -0.16257 1.72640 -5.92274
C -0.33286 0.34397 -6.20205
H 2.91789 8.16543 -5.75839
H 3.09295 7.19838 -7.21277
H 3.96154 6.71395 -5.74775
H 1.55486 7.38172 -3.99881
H 2.52904 5.93762 -3.80513
H -0.38657 6.14690 -4.58171
H 0.37749 5.75124 -2.97158
H 1.06625 4.13703 -5.22244
H -1.05898 4.05506 -5.70140
H -1.56504 4.04027 -4.03341
H -1.91995 1.88940 -4.79387
H -0.48153 1.69849 -3.84087
H 0.37275 0.07984 -6.98617
H -1.34249 0.12683 -6.55899
H -0.10428 -0.26443 -5.31301
C 1.92284 2.70222 2.03116
O 2.32269 1.36509 1.78507
C 3.73914 1.23975 1.71712
C 4.14870 -0.14026 2.13471
N 3.29345 -1.15740 1.50054
C 3.76994 -1.46314 0.13354
C 5.09595 -2.21155 0.10170
O 4.95383 -3.22299 1.08985
C 6.11434 -3.98591 1.24994
H 2.38613 3.37692 1.30455
H 2.22054 2.98480 3.04491
H 0.84054 2.73226 1.99623
H 4.25049 1.99531 2.31944
H 4.03629 1.47279 0.67678
H 4.08883 -0.19432 3.21594
H 5.22295 -0.32329 1.98781
H 3.54992 -2.03483 1.97693
H 3.67593 -0.60565 -0.53553
H 3.03400 -2.15606 -0.29484
H 5.94575 -1.59168 0.41430
H 5.27105 -2.72550 -0.84738
H 6.00947 -4.54723 2.17663
H 7.01404 -3.36098 1.33513
H 6.27266 -4.68641 0.42102
C -2.57439 0.30354 2.22593
O -1.60199 -0.65187 2.57847
C -1.92902 -1.38967 3.75566
C -1.12060 -2.66703 3.72884
N 0.31619 -2.38606 3.79749
C 1.03033 -3.68835 3.93233
C 2.36961 -3.54293 4.58903
O 3.27435 -2.96313 3.67260
C 4.48032 -2.57559 4.27956
H -2.59021 0.40026 1.13965
H -2.35927 1.28628 2.64862
H -3.56905 -0.04592 2.51934
H -2.99512 -1.64941 3.75206
H -1.74594 -0.76210 4.63342
H -1.36717 -3.29135 2.87511
H -1.45958 -3.12339 4.67754
H 0.50734 -1.95886 4.71298
H 1.15590 -4.21456 2.98448
H 0.42626 -4.40783 4.50416
H 2.70275 -4.57395 4.80147
H 2.31026 -3.02731 5.55552
H 5.11636 -3.43170 4.55860
H 4.29461 -1.96356 5.16635
H 5.08156 -2.02933 3.54766
```

Properties
LUMO energy = -0.138 Ha
net charge = +1
HOMO energy = -10.348 eV

Löwdin population analysis, charges in e, atoms 1 to 2: number 1, Hf, carries 1.939; number 2, Na, carries 0.490

Entry 2:
Below is a molecular structure, C25H64O23Tl in a non-equilibrium geometry, with properties calculated with ωB97M-V/def2-TZVPD.

```
113
C25H64O23Tl, DFT ωB97M-V/def2-TZVPD
Tl 4.14682 -1.85541 1.13965
C 0.85931 2.07019 0.44122
C 1.55863 0.77539 0.41820
C 0.66187 -0.48336 0.38453
O 1.20590 -1.55053 0.52822
C -0.74918 -0.33574 0.09177
C -1.33697 0.93346 -0.01047
C -0.52459 2.14599 0.34489
O -1.07592 3.19587 0.66612
O -2.49224 1.05253 -0.40553
O 2.76192 0.66236 0.50587
H 1.44012 2.95428 0.69715
H -1.34171 -1.22562 -0.08829
C 4.92714 3.01096 -0.65954
O 3.52398 3.02229 -0.89306
H 5.30301 3.94073 -1.08383
H 5.17168 3.12716 0.40273
H 5.42008 2.15160 -1.10928
H 3.14494 2.26369 -0.42187
C 2.76800 -5.56944 -0.13585
O 2.44844 -4.23243 0.19481
H 2.33708 -5.86584 -1.09548
H 3.85238 -5.67093 -0.15168
H 2.40094 -6.25869 0.63775
H 1.52479 -4.02780 0.00664
C -1.88542 -0.47216 3.20044
O -1.80837 0.40068 4.31129
H -2.20498 0.06660 2.30035
H -0.87192 -0.84074 3.01694
H -2.58172 -1.29920 3.30022
H -1.39631 1.22127 4.02462
C -0.79531 5.43916 -2.26553
O -1.97624 6.18144 -2.04884
H -0.81194 4.45380 -1.79678
H -0.69455 5.19476 -3.33115
H 0.09669 5.96139 -1.91092
H -1.86630 7.02155 -2.50120
C -4.59479 -1.82483 0.44941
O -4.76579 -0.81454 -0.53904
H -3.77068 -2.47057 0.13276
H -4.38694 -1.38397 1.43080
H -5.52298 -2.37763 0.55977
H -4.02462 -0.20182 -0.47671
C -0.10430 -2.41678 -2.67267
C -1.53723 -1.96583 -2.83144
O -1.91197 -1.91916 -4.19180
O 0.84333 -1.50316 -3.22695
H 0.03871 -3.40739 -3.12461
H 0.14626 -2.55523 -1.61548
H -1.63594 -0.94175 -2.46401
H -2.16428 -2.65346 -2.25136
H -1.96103 -2.81326 -4.54899
H 0.53034 -1.26185 -4.10999
C 3.87121 -4.43548 3.89615
C 2.38941 -4.30376 3.64009
O 2.04916 -3.09558 2.96028
O 4.66879 -4.28019 2.70017
H 4.08257 -5.46507 4.18692
H 4.17905 -3.68861 4.62979
H 1.81095 -4.43728 4.55939
H 2.06080 -5.13866 3.00398
H 1.07562 -3.11659 2.94594
H 5.16957 -5.08296 2.55860
C -4.70694 2.23930 -3.00055
C -5.69609 1.65161 -3.99726
O -5.26412 1.86028 -5.33224
O -3.36631 1.77589 -3.22005
H -5.03479 2.07551 -1.97094
H -4.65212 3.31845 -3.19419
H -6.67099 2.11444 -3.84919
H -5.80961 0.57744 -3.79674
H -4.42232 1.38667 -5.38103
H -3.03706 1.49866 -2.36312
C 5.04583 -0.71269 -2.54902
C 4.07140 -1.87133 -2.55326
O 3.07987 -1.73812 -1.56287
O 5.61870 -0.64187 -1.23399
H 4.47891 0.20874 -2.72787
H 5.79540 -0.76337 -3.33736
H 4.62326 -2.80716 -2.39929
H 3.54857 -1.98146 -3.50913
H 2.18937 -1.83134 -1.93340
H 6.50746 -0.28842 -1.34715
C 4.48893 6.74083 0.27962
C 3.34729 6.14840 1.08322
O 2.43268 5.36723 0.33133
O 3.99400 7.54852 -0.77493
H 5.23672 6.01454 -0.04283
H 5.09930 7.35406 0.95524
H 2.71667 6.92462 1.51566
H 3.75605 5.59989 1.94322
H 2.77657 4.52150 -0.01553
H 4.30679 7.18527 -1.60641
C -5.93108 1.87531 2.21441
C -4.63907 1.71119 2.97721
O -3.62920 2.54855 2.42296
O -6.33911 3.23666 2.27158
H -6.69538 1.16525 2.55729
H -5.82196 1.61449 1.15289
H -4.29368 0.67920 2.87974
H -4.79868 1.99357 4.01712
H -3.04018 2.06209 1.84957
H -6.88222 3.40910 1.49944
C -1.51174 -4.46910 2.43945
C -0.70053 -4.91865 1.25755
O -0.60232 -3.87818 0.26241
O -0.77285 -3.49868 3.18885
H -1.61993 -5.35539 3.07851
H -2.51725 -4.14461 2.16286
H -1.20589 -5.73400 0.74118
H 0.32052 -5.21522 1.50394
H -0.34686 -3.06520 0.71414
H -1.10133 -3.49634 4.09387
```

Properties
LUMO energy = -0.295 Ha
net charge = +1
HOMO energy = -11.121 eV
energy relative to the best compared isomer or geometry (same formula, charge and spin) = 0.0 kJ/mol

Löwdin population analysis, charges in e, atoms 1 to 2: number 1, Tl, carries 1.168; number 2, C, carries 0.278

Entry 3:
Below is 6 unconnected molecules or ions with the total composition C25H65N2O12S, with properties calculated with ωB97M-V/def2-TZVPD.

```
105
C25H65N2O12S, DFT ωB97M-V/def2-TZVPD
C -1.28854 -3.97980 4.32275
C -1.42581 -3.58430 2.85213
O -1.16048 -2.18010 2.75064
C -2.81932 -3.82380 2.30597
N -3.25390 -5.21670 2.43371
C -4.63801 -5.37522 1.98093
C -5.52830 -5.61533 3.18060
O -6.95687 -5.66803 2.78438
S -7.77588 -4.39456 3.13692
N -8.09449 -3.76827 1.62860
H -2.26637 -4.03263 4.80697
H -0.77967 -4.93210 4.44981
H -0.71046 -3.20896 4.82238
H -0.68496 -4.10850 2.24830
H -1.86781 -1.75807 2.26272
H -2.86441 -3.53477 1.25461
H -3.49859 -3.13975 2.84693
H -3.21010 -5.42874 3.42507
H -4.96525 -4.45680 1.48465
H -4.72236 -6.18650 1.26031
H -5.29432 -6.54308 3.69381
H -5.37910 -4.80113 3.89540
H -8.99296 -4.94989 3.33374
H -8.94704 -3.20667 1.66219
H -7.30872 -3.16086 1.39929
C -4.45594 0.82750 -2.38905
O -5.28773 1.23497 -1.31122
C -5.92786 0.16810 -0.64719
C -5.24193 -0.14487 0.66551
O -3.94109 -0.66713 0.47540
C -2.91042 0.29650 0.68857
H -3.88249 1.69861 -2.69882
H -3.76763 0.03491 -2.08712
H -5.06063 0.48343 -3.23328
H -5.96415 -0.72362 -1.28178
H -6.95847 0.47780 -0.43972
H -5.83111 -0.90879 1.19751
H -5.21064 0.75107 1.29262
H -2.81498 0.51870 1.75766
H -3.09815 1.22155 0.14279
H -1.97775 -0.13589 0.33189
C 1.29591 0.68752 -1.20437
O 0.74881 0.74929 0.09998
C 0.85654 -0.47684 0.81192
C 1.98450 -0.43489 1.81552
O 3.25134 -0.35307 1.18625
C 3.80841 0.95234 1.21126
H 1.34359 1.70336 -1.59245
H 2.30192 0.26119 -1.19611
H 0.65733 0.08859 -1.86452
H 0.99121 -1.31465 0.11953
H -0.08007 -0.62650 1.34475
H 1.96510 -1.35997 2.40027
H 1.84142 0.40479 2.50251
H 4.12814 1.21018 2.22655
H 3.09641 1.70104 0.85585
H 4.68195 0.95664 0.56095
C 8.15997 1.09407 -0.88312
O 7.60613 1.15933 0.41920
C 7.70117 -0.06163 1.13600
C 8.82229 -0.02764 2.14851
O 10.09279 0.03413 1.52479
C 10.66724 1.32796 1.53197
H 8.20859 2.10760 -1.27615
H 9.16662 0.66948 -0.87037
H 7.51863 0.49440 -1.53830
H 7.83814 -0.90418 0.45116
H 6.75195 -0.20485 1.66336
H 8.79231 -0.94924 2.73863
H 8.68488 0.81731 2.83033
H 10.99116 1.60371 2.54122
H 9.96829 2.08122 1.16009
H 11.53850 1.30028 0.88051
C -5.23540 7.34495 1.08954
O -6.25093 6.74803 0.30421
C -5.97304 6.76379 -1.08667
C -5.49248 5.41777 -1.57609
O -4.22638 5.07825 -1.03310
C -4.30682 4.16031 0.04162
H -5.45943 7.12645 2.13216
H -4.24879 6.94371 0.84480
H -5.22611 8.43131 0.95312
H -5.23382 7.53473 -1.32330
H -6.90340 7.01591 -1.60477
H -5.38340 5.45481 -2.66446
H -6.23124 4.64673 -1.33530
H -4.58519 3.16845 -0.32559
H -5.02762 4.48762 0.79688
H -3.31936 4.10723 0.50072
C 3.83392 -0.50012 -6.49150
O 4.88306 -1.39907 -6.18833
C 6.16598 -0.79328 -6.19129
C 6.65875 -0.51783 -4.79019
O 5.87294 0.47000 -4.13994
C 4.95182 -0.07596 -3.21636
H 2.89603 -1.01599 -6.29215
H 3.88379 0.40076 -5.87443
H 3.85913 -0.21383 -7.54842
H 6.15218 0.13396 -6.77184
H 6.85658 -1.48821 -6.67833
H 7.68377 -0.13827 -4.84501
H 6.67081 -1.44396 -4.20738
H 5.47515 -0.45210 -2.32956
H 4.36805 -0.88606 -3.66139
H 4.27500 0.72067 -2.91001
```

Properties
LUMO energy = -0.154 Ha
net charge = +1
HOMO energy = -10.139 eV

Löwdin population analysis, charges in e, atoms 1 to 2: number 1, C, carries -0.029; number 2, C, carries -0.396

Entry 4:
Below is 7 unconnected molecules or ions with the total composition C25H65N3O7 in a non-equilibrium geometry, with properties calculated with ωB97M-V/def2-TZVPD.

```
100
C25H65N3O7, DFT ωB97M-V/def2-TZVPD
C -3.15304 -5.52011 -0.06320
C -2.62797 -4.24638 0.64063
C -3.08608 -4.15120 2.15770
O -4.49950 -3.98529 2.27317
C -5.01996 -2.74941 1.83229
N -1.18871 -4.24362 0.55142
H -4.22832 -5.55652 0.11157
H -2.74828 -6.47927 0.25972
H -2.86557 -5.38906 -1.10641
H -2.88655 -3.32210 0.12398
H -2.54002 -3.39173 2.71727
H -2.72973 -5.10802 2.53931
H -6.10099 -2.73395 1.97095
H -4.79992 -2.49452 0.79560
H -4.54582 -1.94489 2.39446
H -0.93137 -4.95445 -0.11835
H -1.04795 -3.35139 0.09952
C 2.50766 -2.10697 3.35141
C 3.21215 -1.74831 1.99896
C 4.74657 -1.73181 2.18554
O 5.30714 -1.21539 0.97198
C 6.62111 -0.79104 1.14252
N 2.81353 -2.69083 0.96386
H 2.95088 -3.02051 3.74771
H 1.43235 -2.06948 3.17700
H 2.78867 -1.39690 4.12918
H 2.93198 -0.74867 1.66679
H 5.15734 -2.71549 2.41295
H 4.97946 -1.16888 3.08941
H 6.68496 0.10917 1.75378
H 6.91076 -0.60180 0.10888
H 7.22984 -1.60537 1.53548
H 2.08008 -2.48561 0.30050
H 3.65562 -2.80361 0.41772
C -2.29051 1.11478 -4.35718
C -1.48880 2.43964 -4.19448
C -0.95546 2.37507 -2.71413
C 0.21206 3.36164 -2.46441
C 1.35608 3.11504 -3.46813
C 0.88411 3.21799 -4.94943
N -0.33173 2.44632 -5.13687
O -0.67837 2.26217 -6.44345
C 0.83153 4.74595 -5.31049
C 2.01186 2.56603 -5.82893
C -2.46869 3.63039 -4.26173
H -2.93136 1.11026 -5.23888
H -3.00198 1.03060 -3.53569
H -1.64443 0.23696 -4.36790
H -1.74830 2.65181 -2.01920
H -0.60232 1.39863 -2.38254
H 0.61821 3.28648 -1.45569
H -0.19392 4.36696 -2.57682
H 1.76812 2.11986 -3.30095
H 2.14583 3.85260 -3.32524
H 1.73236 5.26288 -4.97976
H 0.72214 4.94986 -6.37566
H 0.02970 5.27768 -4.79822
H 2.20255 1.53877 -5.51832
H 1.79537 2.60702 -6.89644
H 2.97339 3.02955 -5.60824
H -1.95175 4.49008 -3.83533
H -3.42326 3.57735 -3.73822
H -2.71709 3.78464 -5.31178
H -0.75210 1.31417 -6.57560
C -0.68750 -0.56612 1.48540
C -1.25242 -0.04365 0.21290
O -1.71469 -1.05943 -0.68040
H 0.12127 -1.23549 1.19227
H -1.47568 -1.22703 1.84606
H -0.40379 0.23904 2.16315
H -0.53630 0.57837 -0.32409
H -2.14770 0.53036 0.45180
H -0.90072 -1.36350 -1.08857
C -3.26465 0.19136 4.37735
C -2.69480 1.58386 4.52524
O -1.92596 1.52591 5.71065
H -4.06056 0.20739 3.63279
H -3.55755 -0.18244 5.35847
H -2.44391 -0.38704 3.95317
H -3.48592 2.32522 4.41293
H -2.00837 1.72852 3.69098
H -2.54326 1.79614 6.39440
C 1.82017 -0.39460 -1.68172
C 1.63369 -1.84163 -2.20003
O 0.62592 -2.29685 -1.39732
H 1.09348 0.23753 -2.19204
H 2.84834 -0.08433 -1.86803
H 1.70194 -0.23289 -0.61028
H 2.57433 -2.38230 -2.09543
H 1.40432 -1.97203 -3.25761
H 0.44721 -3.18059 -1.72700
C 1.52048 1.57550 4.96324
C 1.48723 2.49155 6.11407
O 0.27717 3.05087 6.43360
H 0.89190 1.85167 4.11665
H 1.16206 0.60684 5.31157
H 2.50843 1.43901 4.52345
H 2.16630 3.29385 5.82550
H 2.09904 2.08002 6.91683
H -0.39305 2.36910 6.34646
```

Properties
LUMO energy (alpha / beta) = -0.103 / -0.256 Ha
net charge = +1
HOMO energy (alpha / beta) = -10.433 / -10.433 eV
energy relative to the best compared isomer or geometry (same formula, charge and spin) = 0.0 kJ/mol
multiplicity = 2

Löwdin population analysis, charges in e, atoms 1 to 2: number 1, C, carries -0.047; number 2, C, carries -0.437

- Which value of net charge does entry 3 give?
  +1